C91H194AsF6N9O14 | the ωB97M-V functional and the def2-TZVPD basis

XYZ file:
```
315
Properties=species:S:1:pos:R:3:forces:R:3:lowdin_charge:R:1
C 16.64018 11.23342 19.47899 -0.1 0.6 -1.0 0.0221
C 21.78081 18.54085 14.80580 0.4 0.6 -1.2 -0.1597
O 20.58598 20.17492 23.00735 -0.1 -0.8 -0.1 -0.0713
H 19.11576 18.57365 23.59586 0.0 -0.5 -0.4 0.1051
H 22.12020 17.78740 14.09525 -0.1 -0.6 0.2 0.1104
C 17.56513 17.19671 32.35895 0.3 -0.1 -0.6 -0.0781
H 11.18527 18.23517 20.36346 0.2 0.1 -0.1 0.1164
H 16.04914 12.19667 24.28860 0.6 -0.5 -1.2 0.0823
C 17.69094 13.27558 27.80673 0.5 0.6 1.1 -0.1424
C 17.66261 14.70180 18.32305 -0.8 -0.9 -1.7 -0.1351
H 16.57322 20.25283 25.38622 -0.1 0.2 0.2 0.0562
H 20.97971 16.72860 22.37323 0.0 0.5 0.3 0.0831
H 23.94730 22.37446 20.87203 -0.1 0.0 0.4 0.1393
H 18.59428 9.43983 19.62848 -0.1 0.4 0.1 0.0507
O 17.00392 10.13426 22.15795 -0.5 -2.9 -0.9 0.0379
H 9.32932 19.59227 18.42195 -0.5 0.3 -0.2 0.1115
H 17.39953 11.19728 20.23863 0.1 0.5 0.2 0.0502
F 18.29667 23.78452 15.97438 -0.6 0.2 0.1 -0.2170
H 20.13518 8.29123 21.38560 -0.4 0.0 -0.1 0.1034
H 20.99201 12.60332 22.61431 0.6 -0.9 0.2 0.1341
C 16.32185 21.04670 22.75228 0.8 0.2 -0.9 -0.0980
N 15.66756 21.71448 21.50506 -1.3 -0.3 0.5 -0.2363
C 15.88649 23.21035 21.45799 -0.4 0.3 -0.9 -0.0882
H 24.70086 14.68508 22.14918 0.0 0.2 0.2 0.0773
H 22.45958 20.32628 17.41480 -0.4 -0.3 -0.9 0.0771
C 20.89557 19.51913 14.03354 0.2 0.9 -0.2 -0.1066
F 19.76938 22.40042 14.52253 -0.3 0.0 -0.7 -0.2411
H 23.78136 21.98863 18.44677 -0.3 0.4 0.3 0.1390
H 23.46776 20.57777 26.89638 -0.9 -0.4 -0.1 0.1297
H 19.02894 17.26904 12.19524 0.2 1.0 -0.3 0.1152
H 10.91436 19.94273 20.11938 0.2 0.1 0.0 0.1213
H 17.17162 18.82700 18.28863 0.0 0.3 0.2 0.0807
H 21.85418 22.03874 27.06268 0.0 -0.2 -0.4 0.1312
H 20.87996 17.02358 20.69106 -0.1 -0.3 -0.7 0.0892
H 23.44410 12.65962 23.87375 -0.1 -0.1 -0.9 0.0968
H 18.03581 17.80438 14.34283 -0.3 0.0 0.1 0.1001
O 22.11486 15.40503 24.05887 -0.1 0.3 0.9 -0.0448
H 17.04657 21.86418 26.00888 -0.4 0.4 0.8 0.0695
H 15.06671 14.58055 17.58923 -0.5 0.2 0.2 0.0941
H 17.56762 17.79416 23.28994 0.6 -0.3 -0.5 0.1044
H 21.51562 20.38740 25.31995 0.3 0.1 0.0 0.1132
C 17.01966 14.56255 16.88979 0.6 0.4 0.5 -0.1417
C 14.98775 17.39774 22.42784 0.2 -0.4 0.8 -0.0056
C 23.03909 18.23946 18.95006 0.9 1.4 1.6 -0.1341
C 20.35861 9.35690 23.62529 -0.2 -0.6 0.1 0.0208
H 15.74586 24.88910 20.11197 -0.1 -0.1 0.2 0.1198
H 20.98396 18.06488 24.57589 0.2 0.1 0.7 0.0932
H 18.38719 12.68198 18.39122 -0.6 0.2 0.1 0.1447
F 19.22474 22.46980 17.89959 -0.5 0.3 0.9 -0.2269
H 15.74489 20.15102 22.93172 -0.1 -0.2 -0.1 0.1036
O 14.59754 18.48788 20.34655 -0.1 0.3 0.4 -0.0848
C 21.04217 18.00996 15.99846 1.3 0.9 0.3 -0.2367
H 17.03936 21.68980 11.58008 0.1 0.3 -0.2 0.0795
C 22.96141 19.75002 27.43828 1.9 0.8 1.4 -0.1454
H 15.96043 13.08907 21.04319 -0.3 0.5 -0.6 0.1198
H 19.09511 17.46191 19.15874 -0.1 0.0 -0.5 0.0995
H 17.72777 14.76925 23.64151 -0.2 0.0 0.2 0.1068
H 21.60754 21.64079 28.72385 0.3 -0.1 0.7 0.1282
C 19.75193 21.78860 27.66894 0.9 0.8 0.7 -0.2096
H 24.22784 19.90913 22.61033 -0.5 0.1 0.2 0.1047
C 20.51627 22.45005 23.38996 -0.2 2.3 1.1 -0.0068
H 18.04743 14.84799 26.46131 0.0 -0.2 -0.6 0.1117
C 15.11855 17.50327 20.94289 -0.6 -0.7 -1.4 -0.7170
H 13.87399 12.09571 20.05192 -0.3 -0.2 0.0 0.1075
H 22.95449 18.73563 21.06465 0.0 0.2 0.2 0.1019
H 21.78214 22.01565 20.35555 -0.1 0.2 0.0 0.1200
H 25.01048 20.80836 18.80088 0.2 0.0 0.2 0.1310
H 13.72355 14.85660 21.32618 0.3 0.5 0.3 0.0402
C 24.26969 15.25180 22.97947 0.1 0.3 0.5 -0.0085
F 20.69765 23.71477 16.28619 -0.3 -0.2 0.4 -0.2513
H 13.99176 17.07138 22.73829 0.1 -0.4 -0.3 0.0957
O 22.27403 14.40042 22.10259 -0.8 -1.1 -0.6 -0.0609
C 10.81232 17.59080 17.08243 0.7 -1.9 0.4 -0.1099
O 19.12373 21.40146 21.82855 -0.8 0.0 -0.9 -0.0493
C 14.67643 17.98681 17.10614 -1.7 0.0 0.9 -0.2418
C 17.03262 21.21329 25.16393 0.4 -0.5 -0.9 -0.0623
H 13.59554 13.55898 19.12080 -0.2 0.2 0.2 0.0915
H 10.92316 16.64279 16.53192 -0.4 0.4 -0.2 0.1413
H 23.42309 19.87248 28.45747 -1.0 -0.1 -0.5 0.1520
C 16.51525 21.11305 12.33289 0.2 -0.1 -0.3 -0.0739
H 10.69730 18.42032 16.42131 -0.1 0.5 -0.6 0.1277
C 18.43826 18.53183 20.81753 0.5 0.6 1.9 -0.1153
C 15.70054 12.56283 17.69417 0.1 -0.1 -0.1 -0.1238
H 23.37358 18.01500 16.91143 0.4 -0.1 -0.5 0.0744
H 18.08348 20.31208 18.74261 0.0 -0.1 -0.2 0.0640
H 15.76386 16.74805 22.85048 -0.5 -0.1 -0.1 0.0687
H 13.06907 19.11878 19.01932 0.2 0.4 0.2 0.0805
H 23.26004 17.63129 27.64175 -0.2 0.1 -0.4 0.1158
H 21.45005 19.86548 13.17505 0.1 0.4 -0.3 0.1335
C 19.87723 17.96526 12.35402 0.7 -0.5 0.8 0.0250
C 19.81291 17.34331 15.51906 -0.9 -0.1 -0.3 -0.1445
C 9.58384 18.70631 18.98427 0.7 0.2 0.4 -0.1723
H 17.48944 16.15751 21.34264 0.3 0.0 -0.4 0.1144
H 17.01013 10.78361 18.55390 0.0 -0.2 0.4 0.0930
H 16.93555 23.37431 21.68474 0.2 0.0 -0.3 0.1289
C 9.63867 17.50064 18.04871 0.2 0.8 0.3 -0.1534
C 24.10343 21.31810 21.12116 -0.3 0.9 -0.6 -0.1340
H 15.79519 10.66061 19.84093 -0.4 0.4 0.0 0.1105
C 19.66179 13.68184 30.14664 -0.7 1.9 1.4 0.0475
C 21.24687 21.44245 27.73449 -1.5 -0.9 -0.3 -0.1106
C 23.52063 20.13861 17.47147 -0.3 -2.0 0.9 -0.1638
H 24.32689 21.16230 24.57849 -0.2 0.3 0.1 0.0520
H 20.19680 15.00676 21.99134 0.3 -0.3 -0.1 0.0818
H 15.53057 18.89997 15.40666 0.4 0.5 0.1 0.0849
C 15.62753 17.99466 15.99540 0.9 -0.4 -1.4 -0.1195
H 18.74766 16.92092 29.92542 -0.3 -0.4 0.2 0.1238
C 19.74767 15.35056 28.40840 1.4 -0.6 -0.1 -0.1338
H 23.12723 17.20304 19.23013 -0.1 -0.5 0.0 0.0970
H 17.09134 13.90004 29.86518 -0.4 -0.1 -0.2 0.1241
H 18.88942 15.98777 20.21349 0.0 0.0 -0.1 0.0962
H 18.52130 23.51962 28.02566 0.4 0.2 -0.2 0.0826
C 10.96924 18.98848 19.59752 -0.2 -0.6 0.0 -0.1653
C 18.16791 19.26636 18.44093 -1.4 0.3 -0.4 -0.0606
C 24.42262 21.72376 23.64759 0.6 -0.2 -0.8 -0.0768
H 22.73436 19.07528 15.01201 -0.8 0.0 0.2 0.1230
H 24.41558 16.32572 22.80982 0.0 -0.1 -0.1 0.0616
H 21.36675 13.03827 24.97726 -0.2 -0.1 -0.2 0.0969
H 11.76571 16.39309 19.35491 -1.0 0.4 0.5 0.0905
H 18.59744 19.20228 15.33107 0.0 -0.3 -0.1 0.1050
H 21.48146 8.86236 20.48268 -0.1 0.4 0.0 0.1140
N 19.58404 18.97623 13.46671 0.1 -1.5 0.5 -0.2094
H 17.66124 13.99869 16.20214 0.2 0.0 0.3 0.1250
H 16.63261 17.34624 32.93333 0.8 -0.1 -0.1 0.0938
N 23.31773 20.59082 20.04210 0.9 -1.0 -1.3 -0.2197
C 16.38274 21.92445 23.97344 0.9 0.7 0.2 -0.2117
H 19.72917 18.91944 28.01874 0.3 0.1 0.0 0.0902
H 17.05544 22.77432 23.72886 -0.6 -0.2 0.2 0.1156
C 23.46315 18.43205 26.90771 0.4 -0.8 -0.5 -0.1694
C 21.54541 12.00572 24.63922 -0.5 1.2 0.6 -0.1669
H 19.98680 19.66362 25.90229 0.5 0.5 0.3 0.0923
C 23.03561 11.85064 24.46262 0.5 -0.9 -0.3 -0.1649
H 17.15321 15.39134 18.94974 -1.0 0.7 0.3 0.0703
H 16.49362 21.71658 13.23191 0.0 0.0 0.3 0.0763
H 18.65313 15.08759 18.27243 1.1 -0.1 -0.3 0.0684
C 17.46632 15.99296 31.41148 -0.4 0.7 -0.9 -0.2365
H 18.69005 13.22856 25.86640 -0.4 0.8 0.7 0.1259
H 19.33280 16.28604 28.06229 -0.3 0.2 -0.3 0.1086
C 23.53258 19.06859 20.21096 -0.7 0.0 -1.1 -0.0554
C 18.66471 17.64270 23.20852 -0.1 -0.2 -0.1 -0.0462
O 20.58545 13.80643 19.09056 0.3 1.1 -0.7 -0.0520
H 19.23856 13.55022 31.16926 0.4 -0.2 -0.8 0.1234
C 18.71858 20.11158 12.91289 0.1 0.1 1.4 -0.1423
C 15.66897 13.90547 16.99217 -0.6 -0.3 0.4 -0.1711
H 20.42111 14.90078 26.46957 0.3 -0.2 -0.1 0.1071
C 15.50576 13.43114 20.08421 1.0 0.1 0.2 -0.1422
H 15.32961 23.55019 17.93582 0.3 0.1 0.4 0.1251
O 16.19136 11.30101 23.91990 -0.7 -0.9 -0.2 -0.0021
H 18.87015 14.01111 21.61475 -0.5 -0.4 -0.2 0.0843
H 22.19527 14.51473 20.44602 0.3 -0.3 0.3 0.0280
H 13.21215 16.82236 16.03373 -0.4 -0.5 0.0 0.1281
H 19.36450 14.25959 24.00331 0.3 -0.2 0.6 0.0751
H 19.31548 10.79488 21.60020 -1.2 -0.4 0.2 0.0962
H 18.64995 19.25230 17.47604 0.3 0.0 -0.2 0.0504
F 20.65126 21.31746 16.45439 0.1 -0.9 0.1 -0.2632
H 15.15636 13.78647 16.04350 0.1 0.0 -0.3 0.1198
N 18.88468 14.85208 29.52346 0.2 -1.2 -0.3 -0.2405
C 20.29300 10.42918 21.39393 1.6 -0.1 1.6 -0.1144
H 21.65362 17.32998 16.57244 -0.2 -0.3 0.2 0.0832
C 21.43638 18.18835 25.57802 0.0 1.3 -0.6 -0.1487
H 8.76164 17.46778 17.41147 -0.3 -0.2 0.1 0.1250
H 12.50196 15.72454 17.98387 0.3 0.0 0.0 0.1148
H 16.98999 15.20543 28.64260 0.0 0.0 -0.1 0.1298
H 14.92274 17.22620 17.84557 0.1 0.1 0.1 0.0953
H 20.70680 17.27997 12.62533 -0.5 0.6 0.4 0.0935
F 18.14807 21.35353 15.98959 -0.1 -0.4 0.1 -0.2470
C 15.40858 23.84690 20.10558 0.2 0.0 0.1 -0.1349
H 20.93150 17.49713 26.28896 0.5 0.2 -0.6 0.1159
H 21.24023 18.08962 28.41174 0.4 -0.3 -0.3 0.0756
H 20.35367 22.45206 24.49508 0.0 -0.5 -0.6 0.0721
H 12.90074 18.57994 15.96612 0.3 -0.2 -0.2 0.1399
C 18.58291 16.09956 21.24362 -1.0 0.2 0.7 -0.0770
C 22.75147 15.00006 23.07012 1.2 0.1 0.2 -0.7479
C 23.73908 20.89552 22.52950 0.7 -0.6 0.7 -0.2310
C 17.28209 19.80210 12.52210 0.5 -0.4 0.1 -0.2144
H 20.67579 8.36056 23.28417 -0.1 0.5 -0.1 0.1073
C 19.12324 16.42557 24.06142 0.6 0.1 -0.5 -0.1634
H 19.24482 20.62542 12.12600 0.4 -0.2 -0.5 0.1405
H 9.66006 16.62888 18.67981 0.1 -0.7 -0.1 0.1102
H 16.62742 17.85637 16.42229 0.0 0.2 -0.6 0.0630
N 19.07505 17.47724 21.71164 0.4 -1.0 0.9 -0.1480
H 15.66114 14.50879 19.96397 0.3 -0.3 0.0 0.0968
C 23.27194 10.44379 23.88204 0.8 0.2 -0.6 -0.1434
H 15.41476 22.30236 24.30055 -0.2 0.1 -0.2 0.1122
H 20.15061 23.92259 27.37638 -0.1 0.2 -0.8 0.0694
H 19.97620 23.54858 29.00478 -0.1 -0.4 0.4 0.0757
H 20.21524 16.42976 24.14033 -0.3 0.0 -0.1 0.0556
H 21.59447 22.62287 23.27945 -0.1 -0.3 -0.2 0.0602
C 19.11603 14.95429 22.05857 1.3 0.9 0.1 -0.1642
H 19.58608 12.81431 29.53822 -0.2 -0.6 -0.3 0.0779
N 16.32118 12.68986 19.04452 0.9 -1.7 0.3 -0.2047
H 16.62880 16.74685 25.08248 -0.1 0.3 0.2 0.0594
H 19.29997 21.62830 26.70549 0.1 -0.3 -0.4 0.0696
H 18.16878 12.31181 28.04194 -0.4 0.3 0.6 0.1175
H 19.28121 9.47961 23.45210 0.2 -0.2 0.4 0.1158
H 17.26226 21.40244 20.39057 0.2 -0.1 -0.6 0.1091
H 13.42905 16.74256 19.14779 0.0 0.2 -0.4 0.0866
H 20.69950 14.03035 30.19468 -0.2 -0.3 0.2 0.1097
H 13.94019 21.78028 22.59301 -0.5 -0.1 -0.3 0.1091
C 17.54092 14.32164 28.96992 0.8 -0.6 0.4 -0.0549
C 21.08711 19.64192 25.97590 -1.8 -1.1 0.4 -0.0875
O 17.31655 12.33457 22.26373 -0.8 -0.7 -0.2 -0.1039
C 16.80422 11.21060 22.61672 1.8 4.7 3.0 -0.7821
H 20.78437 19.43754 29.39234 0.0 0.2 -0.4 0.1213
H 21.37498 20.32979 20.81218 0.2 0.4 0.4 0.0699
H 22.67278 20.73752 22.74151 0.2 0.2 -0.3 0.0791
C 14.19733 21.46198 21.57563 -0.4 0.0 1.0 0.0074
O 18.28774 18.56450 26.34170 1.1 0.5 -0.6 -0.0680
H 24.55445 18.48285 26.88457 0.0 0.2 0.2 0.1223
H 20.28933 18.51079 11.48459 -0.9 -0.2 0.3 0.1168
H 21.97343 18.47531 18.84172 0.1 -0.3 -0.2 0.0938
H 20.15674 9.83828 18.77322 -0.4 0.2 -0.4 0.0872
H 24.03946 20.48939 16.60797 0.2 0.6 -0.6 0.1199
H 24.09558 22.76364 23.74572 -0.3 -0.3 0.0 0.0753
H 24.59467 18.99127 20.45172 0.0 -0.3 -0.3 0.1351
H 20.72878 11.21904 20.81277 0.7 0.5 -0.2 0.1358
H 16.66996 13.05267 27.50466 0.0 0.0 -0.3 0.1227
H 25.50869 21.76349 23.46208 -0.3 0.0 0.0 0.0819
H 15.49762 21.00406 11.94819 0.1 -0.3 0.2 0.0798
H 20.65337 20.37295 14.69013 0.0 -0.5 -0.6 0.0974
H 16.95469 23.33241 18.58733 0.1 0.1 0.2 0.1002
C 20.74568 11.80170 23.35319 0.5 0.6 0.1 -0.0960
C 15.89969 23.17251 18.80380 -0.7 -0.5 0.2 -0.1622
H 15.41355 17.21853 15.26043 0.2 -0.5 0.1 0.0854
H 25.18140 21.15812 20.98127 -0.3 -0.3 -0.3 0.1372
H 17.76606 18.06988 31.72826 -0.4 0.1 0.1 0.0788
H 13.91773 20.41170 21.42661 0.7 0.1 0.0 0.0922
H 19.68100 11.98317 23.44094 -0.5 -0.6 0.5 0.1166
C 20.00344 21.23011 22.67781 1.1 0.6 1.0 -0.7619
H 24.88973 18.38855 17.79883 -0.5 0.2 -0.1 0.1336
C 20.77048 19.05488 28.36165 -1.0 0.1 1.0 -0.0082
C 19.62214 9.16898 19.43764 0.7 -0.8 0.8 -0.0553
H 18.79524 16.64378 25.07164 -0.3 -0.1 0.1 0.0748
H 20.83611 18.89016 16.62250 -0.2 -0.3 0.2 0.1066
O 16.94335 17.82353 27.92408 0.0 -0.5 2.2 -0.0358
H 23.36930 18.71540 24.72244 -0.2 -0.2 0.2 0.1135
H 14.73546 12.07663 17.81955 -0.3 0.3 0.1 0.1278
C 22.95206 18.05540 25.49994 -0.5 -0.1 1.4 -0.1527
H 11.87592 19.89801 17.89681 0.3 -0.1 -0.4 0.1380
C 15.62696 21.68153 18.93000 0.4 -1.6 2.1 -0.1338
C 20.44779 9.10920 20.74599 -0.8 -0.6 -1.2 -0.2174
C 19.59097 23.27197 28.02608 -0.6 -0.2 0.5 -0.0859
H 20.63473 9.37341 24.69124 -0.2 0.6 -0.5 0.1042
H 18.47495 17.12089 32.96105 -0.4 -0.1 0.5 0.0776
C 16.22169 21.08544 20.28088 1.3 1.5 -0.7 -0.1196
H 18.07646 13.33377 19.97570 -0.2 0.1 -0.2 0.1067
C 21.20308 14.89962 18.86344 -1.0 -1.1 1.4 -0.7413
H 14.29804 23.88834 20.10595 0.6 0.0 0.0 0.1125
H 18.62742 19.53231 21.25930 -0.2 -0.7 0.0 0.1104
H 23.62400 11.99347 25.35769 -0.3 -0.3 0.8 0.1144
H 23.19730 17.02450 25.29582 0.3 -0.2 -0.3 0.0841
H 21.20016 11.37062 25.45825 -0.1 -0.2 -0.1 0.1085
O 22.33555 15.05198 19.65374 -0.2 1.1 -1.5 0.0063
H 16.85564 15.53208 16.41430 0.2 0.1 0.1 0.0804
H 16.82585 19.13571 13.26523 -0.1 0.2 -0.2 0.0908
H 14.56482 21.41021 18.93489 0.0 0.3 -0.3 0.1000
H 24.34286 10.20049 23.68197 -0.7 0.3 0.1 0.1373
H 19.93319 18.92888 19.41227 0.3 0.0 0.2 0.0949
C 21.87702 20.97306 20.08987 -0.5 -0.9 0.0 0.0293
H 15.29353 17.21657 26.14729 -0.3 -0.3 0.6 0.0706
H 16.26981 11.79842 17.15187 0.2 0.5 -0.1 0.1329
C 22.49133 10.25467 22.60584 -0.6 0.8 -1.0 -0.1028
H 17.38435 19.28723 11.58232 -0.6 -0.5 -0.5 0.1025
H 20.53728 13.45723 27.50168 0.1 0.2 0.2 0.1154
C 18.54383 13.91313 26.74938 0.4 0.0 -1.4 -0.1973
H 15.05998 18.33926 22.92172 0.2 0.9 0.2 0.0326
C 18.78151 15.02476 23.52459 -1.0 0.9 -0.4 -0.1599
H 19.57334 8.16981 19.03143 0.2 -0.2 -0.5 0.0757
C 18.69704 15.99081 30.52144 0.3 0.6 -0.3 -0.1364
H 16.22917 20.00587 20.41468 -0.7 0.2 -0.3 0.0944
H 24.80502 15.04611 23.92394 -0.3 -0.1 -0.3 0.0745
H 17.40672 18.28443 20.78658 -1.1 -0.2 0.4 0.0952
H 17.37021 20.79531 22.44554 -1.0 0.2 0.2 0.1076
C 23.80925 18.61598 17.69077 -0.6 0.9 0.8 -0.1429
H 18.71316 20.81327 13.72067 -0.1 0.4 0.5 0.0740
H 17.40315 15.05641 31.90887 -0.1 -0.8 0.8 0.0956
H 13.83400 13.36398 22.25641 0.1 -0.3 0.2 0.0717
C 20.59054 17.43223 21.64301 -0.5 0.2 -0.7 0.0419
H 20.74675 15.54212 28.86143 -0.7 0.2 -0.2 0.1361
C 19.93075 14.33460 27.26240 -1.1 0.5 0.1 -0.1365
H 19.56450 15.99532 31.19162 0.1 -0.2 -0.3 0.1366
N 20.98706 10.41131 22.78852 0.2 1.1 -0.6 -0.2302
H 20.01284 23.38265 23.04911 0.3 -0.6 0.0 0.0864
H 22.69401 9.33512 22.06805 -0.1 -0.4 0.4 0.1222
H 22.67294 11.03966 21.86968 0.5 0.2 0.1 0.1462
C 17.24735 18.02368 26.75114 -0.8 -0.6 -0.3 -0.7925
N 21.47271 19.96426 27.45207 1.7 0.5 -2.1 -0.2289
C 16.22828 17.54049 25.73574 0.0 0.7 -1.6 -0.0174
C 13.45099 13.81467 21.35663 -0.6 -0.1 -2.1 -0.0460
H 15.29126 23.69560 22.23596 0.1 -0.4 0.1 0.1305
C 18.89616 18.33570 14.72982 0.7 -0.6 -0.9 -0.0642
H 20.97898 18.43923 21.67587 -0.1 0.1 0.7 0.0662
O 20.84824 15.87235 18.14686 0.5 -0.6 0.2 -0.0488
H 15.96894 18.40169 25.08291 0.2 -0.5 0.1 0.0546
N 12.17934 17.74022 17.71496 -0.6 1.2 0.5 -0.2329
C 12.48453 16.62242 18.60747 0.8 -1.4 0.0 -0.0124
C 14.04627 13.16829 20.03538 -0.7 -0.3 1.5 -0.2022
H 12.35051 13.79673 21.33082 0.3 -0.3 0.2 0.0757
C 18.93155 18.50038 19.44581 2.4 -0.9 -0.9 -0.2212
O 15.65954 16.54044 20.33457 -0.3 0.4 0.2 -0.0755
H 14.76322 18.96292 17.57653 -0.3 0.0 0.5 0.1016
H 19.27172 16.96598 16.40693 -0.1 0.0 -0.6 0.1086
C 12.08917 19.06624 18.56257 0.3 -1.1 -0.2 -0.0672
H 20.16555 16.46778 14.92773 -0.8 0.4 0.1 0.1399
H 16.11770 21.04669 18.20828 0.1 0.2 -0.7 0.0834
H 22.91812 9.66597 24.54171 0.0 -0.1 0.7 0.1041
H 18.09150 21.00046 24.99874 0.0 -0.2 -0.4 0.0605
H 8.88681 18.57882 19.83128 0.0 0.0 -0.7 0.1287
C 23.94073 20.93957 18.64678 1.2 0.5 1.4 -0.0974
C 13.24784 17.74569 16.58736 -0.2 1.9 1.3 -0.0710
As 19.41919 22.52543 16.20646 1.6 1.3 -0.4 0.6922
H 13.65100 22.03918 20.83871 0.1 0.2 0.1 0.0881
C 17.68936 13.33624 18.95177 0.9 -0.3 0.2 -0.1125
H 19.22282 21.16273 28.38662 -0.1 0.0 0.0 0.1175
H 21.33967 20.74634 19.16444 0.5 0.4 -0.2 0.0960
H 16.54284 16.10028 30.82839 0.3 0.0 -0.1 0.1198
```
Forces are in eV/Å.

Results
LUMO level (eV): -2.80
Charge: +2
HOMO energy (eV): -10.424
Orbital gap (eV): 7.62
E (a.u.): -7964.54058